# 1
{"formula": "C60H58N5O5PZr", "method": "ωB97M-V with the def2-TZVPD basis set", "gap_ha": 0.221, "charge": 0, "mol_weight_g_mol": 1051.352, "symbols": ["H", "C", "C", "H", "C", "H", "C", "C", "O", "C", "H", "H", "C", "C", "C", "C", "C", "H", "H", "O", "C", "H", "N", "C", "H", "C", "N", "H", "H", "C", "C", "H", "C", "C", "H", "H", "H", "H", "C", "C", "H", "C", "C", "H", "C", "C", "H", "H", "H", "H", "C", "C", "H", "H", "C", "N", "H", "H", "H", "N", "C", "H", "C", "C", "O", "C", "H", "H", "C", "C", "H", "C", "C", "C", "C", "C", "C", "H", "C", "C", "C", "O", "H", "H", "C", "H", "H", "H", "C", "C", "H", "N", "H", "H", "H", "H", "H", "H", "C", "C", "C", "H", "C", "C", "C", "C", "P", "C", "C", "H", "C", "H", "H", "C", "H", "H", "Zr", "C", "C", "H", "O", "H", "H", "H", "H", "C", "C", "H", "H", "H"], "positions_angstrom": [[-7.486093, 1.348635, 1.654204], [-1.659369, -3.357500, 0.661955], [-6.065953, -1.859673, -0.632548], [0.365944, 3.805171, -1.223484], [-1.883253, -4.727465, 0.719171], [0.436061, -1.876043, -2.781388], [0.777938, 0.925102, 4.761044], [-5.534181, 2.138311, 2.014051], [1.174326, -2.046941, 0.098707], [-2.461639, -0.586466, -0.139410], [-0.023414, 3.350916, 4.693899], [5.333712, 4.171990, -1.262200], [1.126523, 1.030633, -3.290598], [3.632234, -2.854263, -1.998483], [3.625282, 1.259859, 2.457087], [-6.419982, 1.246677, 1.468671], [-0.882391, 2.260242, 1.587794], [-1.891118, 0.850083, -2.047104], [-1.992657, 1.197766, 4.963983], [2.541509, -3.459390, 1.191605], [4.367503, -3.891082, -2.569343], [-5.910354, 2.942858, 2.637001], [1.991417, -0.021807, 1.330330], [2.553475, -1.154579, 1.761711], [3.430382, 2.737036, -1.906716], [5.690123, -2.283810, -3.777012], [0.130303, 0.740271, -2.443923], [-3.330503, -3.582872, 2.794602], [-0.002361, 0.131399, 2.944892], [4.292705, 0.952682, -1.076691], [-4.648684, -1.896204, -0.796760], [-4.190572, -2.725552, -1.327235], [4.130253, 0.089096, 3.013193], [-2.973429, 4.434653, -0.542945], [4.070770, 2.234154, 2.639557], [5.366450, -0.631681, -0.089087], [0.401710, 1.421768, 5.659398], [-3.612419, -1.933666, 2.236771], [-3.637218, 1.046878, 1.007666], [-2.338466, -1.941478, -3.624244], [7.257534, 3.212158, -0.035031], [2.558660, 1.156838, 1.608182], [-1.432653, 1.832374, -3.888359], [-0.202537, -2.668347, 3.717542], [4.973398, -1.250721, -3.197120], [-1.976666, -5.496413, -0.422511], [0.772882, -3.514869, -3.289931], [-0.442549, 5.357503, -0.988076], [1.713590, 1.970405, -5.132073], [-1.522114, -0.508121, 4.802211], [-1.118932, 1.136849, -2.754928], [-5.935237, 0.174510, 0.665809], [-3.359765, -2.334176, -3.598658], [-0.999162, -4.215151, 3.426273], [-2.302598, 0.568974, 0.572432], [-1.012186, 1.028898, 0.856166], [-0.592935, 2.709479, -5.669587], [6.493385, -2.057970, -4.469667], [-1.850188, -5.481092, -2.556299], [-1.353564, -1.276999, -0.648030], [5.349936, 3.117772, -1.016655], [-1.529313, -3.891955, -3.838107], [0.885552, 1.747863, -4.469906], [-1.800934, -4.884730, -1.649013], [5.162541, 0.088755, 3.865859], [-1.554111, -3.517547, -1.768783], [1.673940, 1.456764, 4.428772], [5.248539, -0.222930, -3.423056], [-0.468796, 2.203534, 2.935135], [4.285531, 2.306486, -1.395988], [-1.861118, 2.653508, -0.826211], [-4.125975, 2.053341, 1.799729], [-1.631003, 0.438700, 4.260674], [-4.567118, 0.124704, 0.467911], [-1.665850, 3.646654, -0.438463], [-1.195535, 3.499736, 1.000290], [6.424539, 1.231542, 0.023437], [7.261161, 0.807840, 0.568926], [-1.067821, 4.653776, 1.765577], [-0.537437, -3.355337, 2.930851], [-0.633155, 4.609226, 3.078903], [1.402416, 1.811576, -0.311055], [-0.538147, 5.522984, 3.654216], [4.071197, -2.082214, 2.935793], [0.124810, -2.651192, -3.456660], [4.131185, -4.917493, -2.308668], [-2.825433, 5.486923, -0.279194], [-1.992593, -5.204964, 1.690165], [-0.337426, 3.386961, 3.654923], [-0.289829, 0.878519, 3.664691], [0.337985, -3.717454, 2.387456], [2.392861, 0.570706, -3.021312], [2.821802, -3.090862, -1.317322], [-2.171503, -6.561360, -0.358829], [-3.474827, 2.781118, 2.271450], [-2.457560, 2.121374, -4.086220], [5.440043, 0.993419, 4.047385], [0.273985, -2.293487, -4.481206], [-2.896715, -2.579286, 2.739348], [-6.701539, -0.870955, 0.071825], [-1.339733, -3.027578, -3.202213], [-2.129839, -1.596829, -4.644734], [-3.897274, -0.897501, -0.243002], [-0.395415, 2.149655, -4.762944], [5.389659, -3.607776, -3.460057], [-1.545481, -2.646505, 2.008982], [2.937551, -0.178426, -1.568629], [3.931397, -1.527758, -2.309111], [5.362851, 0.422988, -0.350910], [3.074671, 0.786385, -3.724122], [6.421637, 2.580409, -0.316358], [-3.343349, 4.403859, -1.573553], [-2.386347, 0.308534, 3.483241], [3.620172, -1.149842, 2.617182], [-2.293479, -1.086313, -2.954297], [-6.656574, -2.657560, -1.072259], [0.396646, -0.120247, -0.235459], [-0.588135, 4.318695, -1.308880], [2.053445, -2.372972, 1.002576], [5.958608, -4.411996, -3.911359], [2.364985, 3.432753, 0.936133], [-1.184985, -1.637838, 1.842669], [-2.763877, -2.212836, 3.761034], [1.067260, -0.091337, 5.046508], [-0.895986, 4.327180, -2.361773], [2.061617, 2.286258, 0.713977], [-1.510525, -2.721142, -0.598645], [-7.780453, -0.889764, 0.192093], [-1.309138, 5.614667, 1.320852], [-3.747120, 4.020985, 0.109928]], "atomic_forces_ev_per_a": [[0.12, -0.02, -0.02], [0.08, 0.22, -0.11], [0.06, -0.04, -0.05], [0.06, -0.06, 0.01], [-0.11, -0.09, 0.07], [0.24, 0.49, 0.36], [0.05, -0.03, -0.04], [0.07, 0.02, 0.01], [0.04, -0.57, 0.63], [-0.15, -0.17, -0.36], [-0.02, 0.00, -0.12], [-0.01, -0.03, 0.01], [-0.08, -0.16, 0.04], [-0.05, 0.02, -0.04], [0.15, 0.25, 0.29], [-0.04, -0.02, -0.03], [-0.16, -0.25, 0.18], [0.04, 0.02, 0.00], [0.02, -0.09, -0.06], [0.09, -0.30, 0.02], [-0.04, 0.03, 0.02], [0.03, -0.04, -0.04], [0.65, 0.20, 0.30], [-0.24, 0.14, -0.20], [0.08, -0.03, 0.01], [0.01, -0.01, -0.01], [0.14, -0.14, 0.08], [0.01, 0.08, 0.03], [0.14, -0.32, -0.33], [0.02, -0.17, 0.09], [-0.08, -0.15, -0.02], [-0.08, 0.08, 0.07], [-0.05, -0.14, -0.10], [-0.13, 0.01, 0.01], [-0.07, -0.09, -0.03], [0.05, 0.05, -0.04], [0.05, -0.01, -0.03], [-0.06, 0.08, -0.11], [0.07, 0.25, 0.07], [0.11, -0.09, -0.05], [-0.07, -0.04, -0.01], [-0.44, -0.13, -0.26], [-0.12, 0.19, -0.22], [-0.05, -0.07, -0.04], [0.08, 0.00, -0.01], [-0.02, -0.07, -0.05], [-0.02, 0.05, -0.01], [-0.01, -0.13, -0.05], [-0.05, 0.00, 0.02], [-0.01, 0.10, -0.06], [0.01, -0.21, 0.29], [-0.08, 0.00, 0.03], [0.10, 0.06, -0.01], [0.05, 0.06, -0.03], [-0.06, 0.09, 0.39], [-0.36, 0.02, -0.04], [0.02, -0.04, 0.03], [-0.05, -0.03, 0.05], [0.00, 0.05, 0.08], [-0.30, -0.65, 0.66], [-0.02, -0.09, 0.02], [-0.10, -0.08, -0.04], [0.04, 0.06, -0.09], [0.07, -0.02, -0.02], [0.20, -0.03, 0.15], [0.06, 0.11, -0.01], [-0.06, -0.05, 0.05], [-0.04, -0.07, 0.03], [-0.06, -0.13, -0.02], [-0.02, 0.07, 0.05], [0.03, -0.17, -0.06], [0.00, -0.01, 0.06], [-0.02, 0.00, 0.05], [0.02, 0.00, 0.03], [0.17, 0.21, 0.02], [0.08, -0.04, -0.11], [0.00, -0.02, 0.02], [-0.07, 0.02, -0.03], [0.06, 0.08, 0.04], [0.12, 0.03, -0.04], [-0.02, 0.02, -0.04], [0.08, 0.58, 0.54], [0.01, -0.04, -0.03], [-0.02, 0.10, -0.02], [-0.27, -0.29, -0.21], [0.02, 0.10, -0.04], [-0.03, -0.10, -0.02], [0.01, 0.08, -0.12], [0.00, 0.02, 0.05], [-0.15, 0.38, 0.25], [-0.08, 0.04, 0.06], [-0.19, 0.12, 0.36], [0.06, 0.03, -0.05], [0.02, 0.07, -0.01], [-0.04, -0.04, -0.03], [0.10, -0.04, 0.04], [0.03, 0.04, 0.02], [-0.04, -0.03, 0.06], [0.08, -0.05, -0.07], [0.02, 0.04, 0.03], [-0.02, 0.29, 0.19], [-0.02, -0.05, 0.12], [-0.04, -0.12, -0.10], [0.05, 0.01, -0.02], [-0.01, 0.09, -0.01], [-0.14, -0.29, 0.01], [0.34, 0.21, -1.18], [-0.16, -0.22, 0.25], [-0.04, -0.02, -0.03], [0.19, 0.08, -0.24], [-0.02, 0.03, -0.02], [0.03, 0.02, 0.09], [0.01, -0.01, 0.03], [0.20, -0.13, 0.31], [-0.02, -0.03, -0.02], [0.06, 0.06, 0.04], [0.19, 0.41, -1.36], [-0.15, 0.02, 0.07], [-0.10, 0.29, -0.03], [-0.02, 0.03, 0.03], [0.06, 0.13, -0.05], [0.04, 0.36, -0.10], [0.00, -0.02, -0.09], [-0.05, 0.08, 0.00], [0.00, 0.02, 0.14], [-0.14, -0.21, -0.11], [-0.15, -0.04, 0.02], [0.08, 0.01, -0.01], [0.03, -0.09, 0.02], [0.08, 0.06, -0.11]]}

=====

# 2
{"formula": "C6H16", "method": "ωB97M-V with the def2-TZVPD basis set", "gap_ha": [0.464, 0.188], "charge": 1, "multiplicity": 2, "mol_weight_g_mol": 88.194, "symbols": ["H", "H", "H", "H", "H", "C", "H", "C", "H", "C", "H", "C", "H", "H", "H", "C", "H", "H", "H", "C", "H", "H"], "positions_angstrom": [[0.591880, -0.087825, -2.352507], [-0.041608, -3.097441, 0.063229], [-0.013163, -2.876767, -1.686963], [1.487234, 1.612965, 0.406611], [-0.326700, 0.907107, 2.116539], [0.954713, -0.624042, -1.475378], [1.510090, -1.526318, -1.670208], [-0.169792, 1.926125, 1.753860], [-1.119824, 0.911074, -0.610728], [-0.172734, -0.964357, -0.452306], [1.976646, 1.862409, 2.142831], [-0.476201, -2.528339, -0.765231], [0.151883, -0.990458, 0.592073], [-0.655910, 2.614661, 2.439948], [-2.027361, -0.023721, 0.408614], [-1.424049, -0.160168, -0.500925], [-1.521406, -2.784902, -0.880486], [1.502398, 0.171113, -0.903944], [-2.124868, -0.512599, -1.248115], [1.291946, 2.123941, 1.335523], [1.396448, 3.181495, 1.085735], [-0.810241, 1.972615, 0.857945]], "atomic_forces_ev_per_a": [[-0.20, -0.61, -0.21], [0.23, 0.52, 0.09], [0.10, 0.11, 0.07], [0.32, -0.48, -0.11], [-0.05, 0.00, 0.30], [-0.43, 0.19, -0.01], [0.74, 0.37, -0.26], [-0.55, -0.90, -0.94], [-0.08, -0.22, -0.63], [-1.22, 1.52, 2.27], [0.10, -0.03, -0.31], [0.37, -2.26, -1.25], [0.52, 0.15, -0.36], [0.65, 0.16, 0.29], [0.57, -0.60, 0.25], [-0.32, -0.08, 0.15], [-0.48, 0.84, 0.20], [-0.04, -0.71, 0.20], [0.17, 0.51, -0.75], [-0.99, 1.26, 0.69], [0.42, -0.01, 0.12], [0.18, 0.28, 0.19]]}

=====

# 3
{"formula": "C18H18AuN2P2S2", "method": "ωB97M-V with the def2-TZVPD basis set", "gap_ha": [0.258, 0.205], "charge": 1, "multiplicity": 3, "mol_weight_g_mol": 585.405, "symbols": ["C", "C", "C", "N", "H", "H", "C", "C", "H", "H", "C", "C", "H", "P", "C", "C", "H", "H", "C", "C", "C", "H", "N", "H", "P", "H", "H", "C", "S", "C", "H", "C", "S", "H", "H", "Au", "C", "C", "H", "H", "H", "H", "C"], "positions_angstrom": [[3.512048, 1.640739, 1.543931], [2.333610, -0.997837, 3.220752], [2.177007, 1.256541, 1.406284], [-2.484965, -5.127000, -5.318216], [-1.214667, 2.887190, 2.929107], [0.840624, 4.333632, 0.870912], [1.585253, 3.568185, 1.055751], [-3.751734, -1.876124, -1.971312], [3.858358, -1.314980, 0.707207], [1.779874, -0.472517, 3.996627], [-3.699333, -2.697047, -3.061247], [-1.666233, -2.851409, -1.122565], [4.918188, 3.254356, 1.537800], [-0.540358, 1.771694, 0.893346], [1.203572, 2.228629, 1.148421], [-2.621516, -3.623887, -3.215792], [-1.405395, 3.945188, 1.506157], [3.191469, 4.979940, 1.118827], [-0.893517, 2.237899, -0.826636], [-2.739027, -1.901978, -0.981361], [2.911514, 3.937551, 1.195180], [3.397155, -0.779596, 3.318894], [-5.551368, -2.506880, -4.857776], [-0.651195, 3.288313, -0.992819], [1.745517, -0.500872, 1.582505], [-0.843055, -4.410172, -2.376754], [2.517647, -2.435372, 0.384383], [3.879200, 2.970606, 1.434043], [-2.892663, -0.835362, 0.340069], [-1.520304, 2.930168, 1.885714], [-1.952460, 2.072559, -1.027101], [-4.727406, -2.604517, -4.063709], [-0.449711, -3.057638, 0.038027], [-2.569352, 2.643542, 1.813598], [2.174430, -2.069831, 3.337156], [-0.542926, -0.704063, 0.999879], [-2.550153, -4.464812, -4.382222], [2.811701, -1.386556, 0.411188], [-4.573490, -1.180855, -1.865453], [4.274204, 0.895632, 1.742645], [-0.306574, 1.621010, -1.505661], [2.685732, -0.965006, -0.585342], [-1.649713, -3.699058, -2.264454]], "atomic_forces_ev_per_a": [[-0.03, -0.02, 0.02], [-0.08, -0.03, -0.02], [0.05, 0.01, 0.04], [0.01, 0.02, 0.06], [0.01, 0.00, 0.02], [0.02, -0.01, -0.02], [-0.04, -0.04, -0.01], [-0.01, -0.01, 0.06], [0.01, 0.02, -0.02], [0.00, 0.01, 0.00], [-0.12, 0.02, -0.14], [-0.06, -0.04, 0.02], [-0.02, 0.00, 0.01], [0.20, -0.08, -0.16], [0.00, 0.06, 0.03], [-0.03, -0.09, -0.19], [0.01, 0.03, 0.03], [0.00, -0.02, -0.01], [0.00, 0.05, 0.08], [-0.03, -0.05, 0.03], [0.01, 0.02, 0.02], [0.01, 0.00, 0.02], [0.04, -0.01, 0.04], [-0.01, 0.00, -0.03], [0.07, -0.01, -0.14], [0.01, 0.02, 0.01], [0.02, -0.02, 0.01], [0.01, -0.01, 0.00], [0.08, -0.02, -0.10], [-0.05, -0.16, 0.01], [0.00, -0.01, 0.00], [0.07, -0.02, 0.05], [0.03, 0.21, -0.04], [-0.03, 0.03, 0.00], [0.01, -0.01, 0.02], [-0.14, 0.03, 0.05], [-0.06, 0.07, 0.07], [-0.02, 0.05, 0.07], [0.03, 0.00, 0.00], [-0.01, 0.03, -0.01], [0.01, 0.00, 0.00], [-0.01, -0.01, 0.00], [0.03, 0.00, 0.10]]}